C2BrClFIO | ωB97M-V/def2-TZVPD

```
7
Properties=species:S:1:pos:R:3:forces:R:3
O -0.490 1.152 -1.100 -0.1672 0.4842 -0.4076
C 0.250 0.484 -0.520 0.3395 -1.0362 0.9205
C 0.945 -0.392 0.199 -0.2481 0.3698 -0.7025
F 1.581 -0.016 1.321 0.0246 -0.1998 -0.1096
Br 1.236 -2.106 -0.525 0.0294 0.3788 0.3037
Cl -4.104 -1.442 1.264 0.1967 -0.2759 0.3058
I -5.032 -0.042 -0.289 -0.1749 0.2791 -0.3103
```
Forces are in eV/Å.

Calculated values
Molar mass in g/mol: 301.28
HOMO-LUMO gap in eV: 7.7186
Energy relative to the best compared isomer or geometry (same formula, charge and spin) in kcal per mole: 40.3
Electronic energy in Eh: -3583.13768
HOMO in eV: -9.03

***

C2BrF3OS | ωB97M-V/def2-TZVPD

```
8
Properties=species:S:1:pos:R:3:forces:R:3
C 1.130 1.156 -1.261 -1.4585 -2.4123 0.2930
C -0.906 -0.909 0.863 -0.1768 1.0642 -1.1386
O 1.314 0.341 -2.071 -0.4694 1.1237 1.0886
F -1.728 -1.219 1.879 -0.0497 0.4054 -0.5211
F 0.275 -1.383 1.159 1.3804 -0.7067 0.5697
F -1.296 -1.544 -0.256 -0.5014 -0.5022 0.1913
S -0.804 0.880 0.480 1.1300 0.3512 -0.7418
Br 2.014 2.679 -0.793 0.1454 0.6766 0.2589
```
Forces are in eV/Å.

Calculated values
Molar mass in g/mol: 208.99
HOMO-LUMO gap (alpha / beta) in eV: 7.4189 / 7.3686
Energy relative to the best compared isomer or geometry (same formula, charge and spin) in kcal per mole: 37.3
Electronic energy in Eh: -3423.18021
HOMO (alpha / beta) in eV: -9.65 / -9.63

***

C2BrFNO4 | ωB97M-V/def2-TZVPD

```
9
Properties=species:S:1:pos:R:3:forces:R:3
C 2.301 -0.183 -0.615 0.6024 -0.3067 1.5867
C -0.645 -0.169 0.675 -0.0112 1.3024 -1.8257
N -1.479 0.574 -0.204 1.3876 -2.1943 1.4271
O 2.186 0.082 -1.705 -0.9796 0.9059 -3.8326
O -1.964 -0.061 -1.150 -0.5999 0.5591 -0.8296
O 2.609 -0.444 0.452 0.2729 -0.6124 2.3632
O -1.543 1.793 -0.029 -0.4557 0.5478 -0.3312
F -0.541 0.458 1.858 0.0284 -0.2716 1.0388
Br -0.924 -2.051 0.719 -0.2449 0.0699 0.4032
```
Forces are in eV/Å.

Calculated values
Molar mass in g/mol: 200.93
Net charge: -1
HOMO-LUMO gap (alpha / beta) in eV: 6.5240 / 6.5246
Energy relative to the best compared isomer or geometry (same formula, charge and spin) in kcal per mole: 2.3
Electronic energy in Eh: -3105.77403
HOMO (alpha / beta) in eV: -3.25 / -3.25

***

C2BrI3O | ωB97M-V/def2-TZVPD

```
7
Properties=species:S:1:pos:R:3:forces:R:3
C -0.807 -0.362 -0.191 -0.8805 -1.2122 0.8264
C 0.551 0.144 0.084 1.5242 -0.1707 0.4895
O -0.953 -1.455 -0.608 -1.1702 0.1395 -0.3038
Br -2.333 0.816 0.327 0.5295 -0.5130 -0.4910
I 0.828 1.271 -1.676 0.5215 0.5460 -0.3800
I 0.753 1.215 1.902 0.1664 0.0928 -0.0538
I 1.961 -1.629 0.162 -0.6909 1.1177 -0.0873
```
Forces are in eV/Å.

Calculated values
Molar mass in g/mol: 500.64
HOMO-LUMO gap in eV: 8.1997
Energy relative to the best compared isomer or geometry (same formula, charge and spin) in kcal per mole: 7.2
Electronic energy in Eh: -3618.51239
HOMO in eV: -9.52

***

C2BrO4 | ωB97M-V/def2-TZVPD

```
7
Properties=species:S:1:pos:R:3:forces:R:3
C -1.050 1.396 -0.290 -0.4850 0.3376 -0.3646
C 0.227 -1.053 0.241 -1.0251 -0.6092 0.4221
O -1.212 1.356 -1.418 -0.1992 -0.4793 -3.0911
O -1.167 1.604 0.819 -0.1387 0.4173 3.4929
O 0.812 -1.922 1.188 0.1452 0.5513 -0.1623
O 0.849 -2.113 -0.281 0.2665 -0.5873 -0.3343
Br 1.541 0.732 -0.259 1.4363 0.3697 0.0373
```
Forces are in eV/Å.

Calculated values
Molar mass in g/mol: 167.92
Net charge: -1
HOMO-LUMO gap in eV: 7.7004
Energy relative to the best compared isomer or geometry (same formula, charge and spin) in kcal per mole: 146.7
Electronic energy in Eh: -2951.11796
HOMO in eV: -3.83

***

C2Cl2O3 | ωB97M-V/def2-TZVPD

```
7
Properties=species:S:1:pos:R:3:forces:R:3
C 0.349 -0.375 -0.553 0.3512 -1.1747 0.6702
C 0.078 1.089 0.927 -1.2358 -1.1855 1.9903
O 1.321 -0.227 -1.193 -0.8794 0.3192 0.2559
O -0.183 0.870 2.057 0.8949 -0.1608 -1.5843
O -0.594 -1.072 -0.173 0.7497 1.8455 -0.0522
Cl -0.134 2.544 0.133 0.1720 1.0396 -0.8708
Cl -0.836 -2.830 -1.197 -0.0527 -0.6833 -0.4091
```
Forces are in eV/Å.

Calculated values
Molar mass in g/mol: 142.93
HOMO-LUMO gap (alpha / beta) in eV: 8.0105 / 6.9951
Energy relative to the best compared isomer or geometry (same formula, charge and spin) in kcal per mole: 65.4
Electronic energy in Eh: -1222.19043
HOMO (alpha / beta) in eV: -10.42 / -10.15

***

C2Cl3NO2 | ωB97M-V/def2-TZVPD

```
8
Properties=species:S:1:pos:R:3:forces:R:3
O -0.020 -1.554 0.739 0.4657 0.3011 -0.4244
N 0.984 -0.976 0.384 1.9034 -0.0552 0.4694
C 2.080 -0.589 0.206 -1.5738 -0.0263 -0.0798
Cl 3.295 0.458 -0.201 -0.3806 -0.3519 0.0683
O -1.161 0.334 -1.567 -0.5360 0.4834 2.4710
C -1.502 0.606 -0.445 -0.1863 -0.7534 -2.1824
Cl -1.068 2.069 0.369 0.2662 0.1098 0.0586
Cl -2.609 -0.347 0.515 0.0413 0.2926 -0.3808
```
Forces are in eV/Å.

Calculated values
Molar mass in g/mol: 176.39
HOMO-LUMO gap in eV: 10.0517
Energy relative to the best compared isomer or geometry (same formula, charge and spin) in kcal per mole: 0.0
Electronic energy in Eh: -1661.90150
HOMO in eV: -10.04

***

C2ClF3N2 | ωB97M-V/def2-TZVPD

```
8
Properties=species:S:1:pos:R:3:forces:R:3
C 0.330 1.033 0.719 1.9675 -1.0914 -2.7898
C 1.174 0.359 -0.183 -1.2335 1.6267 1.3916
N -0.390 1.640 1.350 -1.8799 1.4441 1.9098
N -1.069 -1.162 -0.553 -0.3272 0.1410 -0.6929
F 1.277 0.680 -1.434 -0.2990 0.5604 -1.2044
F -1.545 -1.592 0.594 -0.1239 -0.6369 0.9532
F -1.942 -0.188 -0.864 0.0316 0.1625 -0.4066
Cl 2.165 -0.770 0.371 1.8644 -2.2066 0.8391
```
Forces are in eV/Å.

Calculated values
Spin multiplicity: 3
Molar mass in g/mol: 144.48
HOMO-LUMO gap (alpha / beta) in eV: 9.4585 / 10.8594
Electronic energy in Eh: -945.26251
HOMO (alpha / beta) in eV: -8.78 / -12.56

***

C2ClF3O | ωB97M-V/def2-TZVPD

```
7
Properties=species:S:1:pos:R:3:forces:R:3
C 1.406 0.515 0.904 -0.3425 0.3687 0.7178
C -1.260 -0.263 -0.629 -1.9350 -0.7170 1.5099
O -0.256 -0.386 -1.173 2.3755 0.2336 -1.4515
F 2.229 1.193 0.166 0.3257 -0.6839 -0.1705
F 1.767 -0.734 0.895 0.5536 0.2816 -0.4579
F -2.303 -1.044 -0.901 -0.3589 0.2643 -0.0204
Cl -1.583 0.719 0.738 -0.6184 0.2528 -0.1273
```
Forces are in eV/Å.

Calculated values
Molar mass in g/mol: 132.47
HOMO-LUMO gap in eV: 10.9856
Energy relative to the best compared isomer or geometry (same formula, charge and spin) in kcal per mole: 40.9
Electronic energy in Eh: -911.16054
HOMO in eV: -10.66

***

C2ClF6PS | ωB97M-V/def2-TZVPD

```
11
Properties=species:S:1:pos:R:3:forces:R:3
F -0.356 -1.923 0.666 -2.0687 -0.8201 0.7642
C 0.651 -1.122 0.880 0.4389 -0.2317 1.3747
F 1.570 -1.604 0.112 2.0931 0.4845 -2.0330
F 1.180 -1.254 2.122 -1.0739 0.4853 -0.0494
P -0.010 0.619 0.563 -3.4566 1.0566 1.4064
S -1.745 1.336 1.857 3.6265 -1.4396 -2.3896
Cl 1.695 1.582 0.236 0.0664 0.3202 0.2474
C -0.673 0.525 -1.268 2.2004 2.3254 0.3417
F -1.006 1.804 -1.540 -1.1955 -0.0012 0.5250
F 0.312 0.342 -2.147 0.7283 -1.3115 -0.1184
F -1.619 -0.306 -1.481 -1.3590 -0.8680 -0.0690
```
Forces are in eV/Å.

Calculated values
Molar mass in g/mol: 236.50
HOMO-LUMO gap in eV: 8.4812
Energy relative to the best compared isomer or geometry (same formula, charge and spin) in kcal per mole: 0.0
Electronic energy in Eh: -1875.12768
HOMO in eV: -9.55

***

C2ClFNO3S | ωB97M-V/def2-TZVPD

```
9
Properties=species:S:1:pos:R:3:forces:R:3
N -1.850 -1.163 1.809 1.3251 1.4540 -1.1764
C -1.252 -0.385 1.170 -2.1303 -2.6218 2.7598
C -0.638 0.540 0.341 3.5203 -0.1502 -3.0647
F -1.463 0.734 -0.741 -0.0492 1.0534 0.4808
Cl 0.089 1.937 1.131 -0.8557 0.1576 -0.1296
S 1.120 -0.320 -0.777 -1.3686 1.2148 -0.5306
O 0.453 -1.481 -1.236 -0.9326 -2.1317 -0.0527
O 2.177 -0.463 0.165 0.6020 0.0046 1.2472
O 1.365 0.602 -1.861 -0.1110 1.0193 0.4662
```
Forces are in eV/Å.

Calculated values
Molar mass in g/mol: 172.54
Net charge: -1
HOMO-LUMO gap in eV: 8.8770
Energy relative to the best compared isomer or geometry (same formula, charge and spin) in kcal per mole: 19.0
Electronic energy in Eh: -1314.97278
HOMO in eV: -5.49

***

C2ClN2O2 | ωB97M-V/def2-TZVPD

```
7
Properties=species:S:1:pos:R:3:forces:R:3
C 0.627 1.356 0.287 0.1691 -0.6044 -0.3277
C -0.645 -1.481 -0.083 0.4850 1.1500 -0.3795
N -0.540 -0.195 -0.154 -0.9593 0.5100 0.7150
N -0.460 -1.468 -1.326 0.1086 -1.1552 -0.6449
O 1.466 0.934 0.991 0.8881 -0.4083 0.9371
O 0.107 2.219 -0.305 -0.6339 0.9934 -0.5571
Cl -0.964 -2.594 1.193 -0.0575 -0.4855 0.2571
```
Forces are in eV/Å.

Calculated values
Molar mass in g/mol: 119.49
Net charge: -1
HOMO-LUMO gap in eV: 6.3959
Energy relative to the best compared isomer or geometry (same formula, charge and spin) in kcal per mole: 21.4
Electronic energy in Eh: -796.35451
HOMO in eV: -2.93

***

C2ClNa6O10 | ωB97M-V/def2-TZVPD

```
19
Properties=species:S:1:pos:R:3:forces:R:3
Na 1.338 -1.548 -1.393 -1.1862 -0.2990 -0.2241
Na -0.735 0.772 -3.157 -0.1993 -1.3975 0.1907
Na -3.388 1.652 -1.148 0.0884 -1.9209 -0.2834
Na 2.772 1.290 0.271 -0.6253 -0.3837 0.8907
Na -1.394 -0.715 1.566 0.6751 0.0001 -0.1709
Na -0.963 3.563 -0.533 0.6499 -0.3128 0.2186
Cl 2.149 -0.488 3.445 0.5781 -0.9305 0.0551
O 2.383 -1.516 2.465 -0.0251 -0.5354 -0.5813
O 0.938 -0.743 4.152 -0.9246 -0.2685 0.3582
O 3.260 -0.420 4.331 0.0102 0.3606 0.0845
O 1.966 0.743 2.719 0.3567 1.8173 -0.8345
C -0.132 1.005 -0.293 -0.3666 -3.8033 2.0588
O 0.666 0.184 0.245 0.0265 -1.8903 1.0306
O -1.394 0.955 -0.067 -1.0541 1.7331 0.5623
O 0.397 1.765 -1.086 0.8402 5.1897 -4.1209
C -1.994 -1.663 -2.858 -0.8604 -1.7878 -2.5930
O -0.697 -1.696 -2.964 2.7270 0.5836 0.5943
O -2.462 -0.661 -2.206 -1.2350 3.1060 1.5573
O -2.708 -2.482 -3.487 0.5245 0.7395 1.2070
```
Forces are in eV/Å.

Calculated values
Molar mass in g/mol: 357.41
Net charge: +1
HOMO-LUMO gap in eV: 3.0733
Energy relative to the best compared isomer or geometry (same formula, charge and spin) in kcal per mole: 12.1
Electronic energy in Eh: -2262.37142
HOMO in eV: -8.89

***

C2ClO2S | ωB97M-V/def2-TZVPD

```
6
Properties=species:S:1:pos:R:3:forces:R:3
C -1.548 0.068 0.106 -0.7844 -0.6490 -0.7717
C 1.952 0.059 -0.508 0.7351 -0.1803 0.8845
O -2.662 -0.060 -0.291 -0.2057 -0.1160 0.1883
O 2.492 -0.027 0.491 -0.3493 0.0377 -0.9591
S -0.513 1.281 0.415 0.5630 1.4481 0.5408
Cl -0.650 -1.676 0.307 0.0413 -0.5405 0.1173
```
Forces are in eV/Å.

Calculated values
Molar mass in g/mol: 123.54
Net charge: -1
HOMO-LUMO gap in eV: 7.7576
Energy relative to the best compared isomer or geometry (same formula, charge and spin) in kcal per mole: 0.0
Electronic energy in Eh: -1085.15499
HOMO in eV: -4.03

***

C2F3HgNO3S2 | ωB97M-V/def2-TZVPD

```
12
Properties=species:S:1:pos:R:3:forces:R:3
N -1.417 -1.305 -0.041 0.6035 0.4691 -0.3289
S -0.382 -2.531 0.707 -0.5491 -0.1313 -0.2363
S -0.682 -0.108 -0.731 0.1406 -0.4649 0.9273
C 0.395 -0.808 -2.176 -0.2757 0.0097 0.8337
F 1.636 -1.160 -1.852 0.3475 -0.1021 -0.0234
F -0.205 -1.858 -2.734 -0.1254 -0.1980 -0.2126
F 0.480 0.153 -3.110 0.0926 0.3457 -0.4523
O -0.708 3.164 1.520 0.6248 -0.1894 -0.7526
C 0.013 2.399 2.017 -0.7482 -0.3783 1.9001
O 0.581 1.699 2.764 0.0969 0.5805 -1.1253
O 0.554 0.407 0.131 -2.5658 3.0661 -3.4825
Hg 1.368 -0.916 1.353 2.3582 -3.0071 2.9529
```
Forces are in eV/Å.

Calculated values
Spin multiplicity: 2
Molar mass in g/mol: 407.74
Net charge: -1
HOMO-LUMO gap (alpha / beta) in eV: 6.2285 / 6.2741
Energy relative to the best compared isomer or geometry (same formula, charge and spin) in kcal per mole: 0.2
Electronic energy in Eh: -1606.10341
HOMO (alpha / beta) in eV: -3.13 / -3.74

***

C2F3NO3 | ωB97M-V/def2-TZVPD

```
9
Properties=species:S:1:pos:R:3:forces:R:3
O 0.185 1.950 -0.293 0.1878 0.1289 -0.3074
C -0.465 1.013 -0.123 -1.2584 -0.7757 0.5444
N -1.124 0.062 0.246 0.6712 0.2955 -0.7775
C -2.196 -0.806 0.018 0.2531 2.3748 0.0437
O -3.041 -0.732 -0.809 0.6202 -0.6354 0.2970
F -2.187 -1.588 1.065 -0.6013 -1.3433 0.2162
F 2.750 1.020 -0.526 0.1170 0.5797 -1.2414
O 2.861 0.141 0.493 -0.1490 -0.1890 1.7877
F 3.219 -1.059 -0.071 0.1594 -0.4355 -0.5628
```
Forces are in eV/Å.

Calculated values
Molar mass in g/mol: 143.02
HOMO-LUMO gap in eV: 12.1523
Energy relative to the best compared isomer or geometry (same formula, charge and spin) in kcal per mole: 79.8
Electronic energy in Eh: -656.04816
HOMO in eV: -11.73

***

C2F3NO3 | ωB97M-V/def2-TZVPD

```
9
Properties=species:S:1:pos:R:3:forces:R:3
O 2.479 0.114 1.102 0.6393 -0.3342 -0.2562
C 1.881 0.048 0.088 1.0887 0.6436 -0.3014
F 2.446 0.108 -1.158 -0.4156 -0.3128 1.1946
N 0.552 0.099 -0.001 -2.2034 -0.3683 -0.9592
C -0.587 -0.314 -0.025 -1.2922 5.1483 -0.0428
O -1.074 -1.469 0.287 -0.5032 -1.7125 0.2226
F -2.454 -1.570 0.035 0.2156 0.3268 -0.1070
O -1.885 0.863 -0.178 1.4355 -3.9278 0.2473
F -1.359 2.120 -0.149 1.0353 0.5369 0.0020
```
Forces are in eV/Å.

Calculated values
Molar mass in g/mol: 143.02
HOMO-LUMO gap in eV: 10.0294
Energy relative to the best compared isomer or geometry (same formula, charge and spin) in kcal per mole: 131.5
Electronic energy in Eh: -655.96572
HOMO in eV: -11.66

***

C2F3NOS | ωB97M-V/def2-TZVPD

```
8
Properties=species:S:1:pos:R:3:forces:R:3
C -2.546 0.536 0.357 -0.6507 0.2185 -1.2778
C 0.830 -0.590 -0.093 -2.3588 -3.0979 -0.2651
N -3.576 0.335 -0.181 1.7543 0.2951 1.0234
O 1.977 1.675 0.371 -1.0990 0.0127 -0.5458
F -0.330 -1.119 0.426 1.5981 1.3008 -0.7242
F 1.765 -0.753 0.783 0.9430 -0.4911 0.3003
F 1.048 -1.337 -1.230 0.2715 1.5758 1.1132
S 0.832 1.251 -0.433 -0.4584 0.1861 0.3760
```
Forces are in eV/Å.

Calculated values
Molar mass in g/mol: 143.09
HOMO-LUMO gap in eV: 4.6059
Energy relative to the best compared isomer or geometry (same formula, charge and spin) in kcal per mole: 96.6
Electronic energy in Eh: -903.76098
HOMO in eV: -9.97

***

C2F5N | ωB97M-V/def2-TZVPD

```
8
Properties=species:S:1:pos:R:3:forces:R:3
C 1.342 -1.153 -0.369 0.6085 -1.9815 -0.4342
C -1.471 1.213 0.401 2.6039 -2.9093 -2.6578
N 0.753 -0.189 0.070 -2.2635 1.4079 0.6147
F 0.981 -2.425 -0.742 -0.1143 1.5406 0.4128
F 2.652 -1.087 -0.503 0.9730 -0.4566 -0.3714
F -0.515 2.041 0.532 -0.7623 0.9659 1.0767
F -2.180 0.758 1.366 -0.2659 1.0293 -0.1649
F -1.881 1.109 -0.848 -0.7796 0.4037 1.5242
```
Forces are in eV/Å.

Calculated values
Molar mass in g/mol: 133.02
HOMO-LUMO gap (alpha / beta) in eV: 10.6651 / 6.1770
Energy relative to the best compared isomer or geometry (same formula, charge and spin) in kcal per mole: 110.3
Electronic energy in Eh: -630.11990
HOMO (alpha / beta) in eV: -10.43 / -8.15

***

C2F6MgNO3S2 | ωB97M-V/def2-TZVPD

```
15
Properties=species:S:1:pos:R:3:forces:R:3
O 1.702 2.568 -0.572 -0.4469 0.0340 1.2082
Mg 0.667 1.981 0.949 -0.0515 -0.1710 -1.4080
N 0.015 -0.793 0.243 0.9180 0.2670 -0.8766
S 1.212 0.070 -0.902 -1.9131 -0.8232 1.9452
C 2.697 -0.764 -0.193 -0.4334 -0.0316 -0.3933
F 2.733 -2.028 -0.591 0.0876 -0.1770 0.0180
F 2.728 -0.749 1.131 -0.0635 0.1790 0.4216
F 3.777 -0.139 -0.652 -0.0509 0.0832 -0.1161
S -1.302 -0.205 0.813 -0.2177 -0.7463 0.4590
O -1.154 1.246 1.228 0.5261 0.0577 -0.0301
O -1.976 -1.046 1.798 1.4095 1.2276 -1.5095
C -2.550 -0.060 -0.568 0.1680 -0.1533 0.6873
F -2.121 0.795 -1.482 0.2860 0.2658 -0.3828
F -2.725 -1.249 -1.119 0.0249 -0.1166 -0.1032
F -3.703 0.372 -0.084 -0.2433 0.1048 0.0803
```
Forces are in eV/Å.

Calculated values
Spin multiplicity: 2
Molar mass in g/mol: 288.45
HOMO-LUMO gap (alpha / beta) in eV: 7.8780 / 8.3118
Electronic energy in Eh: -1952.27406
HOMO (alpha / beta) in eV: -9.65 / -10.01